ORCA calculation (ωB97M-V/def2-TZVPD) on C26H31MoN6 as an isolated structure at a distorted geometry.

The total energy is -1405.2226 a.u. As for the multiplicity: 3. Its HOMO energy (spin up / spin down) is -16.98 / -17.02 eV. The expectation value of S² is 2.022. The charge is +3.

```
64
Properties=species:S:1:pos:R:3:forces:R:3
Mo -0.406 -0.557 0.053 1.0850 1.3910 -0.0813
C 0.558 1.372 3.978 0.0403 0.0779 0.0454
C 0.148 1.034 2.589 -0.1041 -0.1437 0.0308
N -0.130 -0.151 2.170 -0.0875 0.0822 0.0359
C -0.322 -1.262 3.105 -0.1170 -0.1784 0.1093
C -1.501 -2.048 2.550 0.0567 0.1098 0.0531
N -1.226 -2.290 1.112 -0.3340 0.0263 -0.0516
C -2.368 -2.777 0.309 -0.0224 0.0031 -0.0844
C -1.808 -3.136 -1.061 -0.0510 0.0051 0.1099
N -0.745 -2.144 -1.478 -0.0893 -0.2026 0.0517
C -1.074 -1.551 -2.805 -0.2712 0.3364 0.1381
C -2.180 -0.509 -2.595 0.2567 -0.2241 -0.2507
N -1.746 0.364 -1.503 -0.4126 -0.7685 0.3310
C -2.031 1.613 -1.470 -0.1614 -0.1197 -0.2992
C -2.913 2.285 -2.460 -0.0525 0.1160 -0.0911
C -1.358 2.345 -0.387 0.0808 0.2599 0.2388
C -1.360 3.722 -0.229 -0.0478 0.0308 -0.0123
C -0.690 4.278 0.851 0.0156 -0.0475 0.0266
C -0.104 3.441 1.792 0.0288 0.0318 0.0222
C -0.156 2.073 1.586 0.0456 0.0026 -0.1543
N -0.705 1.552 0.475 -0.3982 -0.1244 0.3564
H 1.168 0.586 4.418 -0.0067 -0.0255 -0.0239
H -0.319 1.521 4.615 -0.0256 0.0076 -0.0283
H 1.131 2.297 3.999 0.0099 -0.0101 -0.0054
H -0.565 -0.908 4.106 0.0448 0.0697 -0.0257
H 0.583 -1.862 3.169 0.0069 -0.0115 -0.0151
H -2.415 -1.457 2.620 -0.0028 -0.0127 0.0016
H -1.653 -2.986 3.086 0.0012 -0.0067 -0.0229
H -0.512 -3.013 1.064 0.0879 0.0253 -0.0040
H -3.100 -1.969 0.240 -0.0277 -0.0167 0.0339
H -2.853 -3.635 0.777 0.0005 -0.0076 -0.0252
H -2.616 -3.132 -1.789 0.0673 -0.0680 -0.0626
H -1.377 -4.137 -1.068 0.0436 0.0231 0.0496
H 0.142 -2.640 -1.552 -0.0387 -0.0163 -0.1447
H -1.401 -2.326 -3.499 0.0391 -0.0117 -0.0151
H -0.172 -1.091 -3.201 0.0081 0.0506 -0.0218
H -3.127 -0.986 -2.327 0.0094 0.0229 0.0399
H -2.347 0.031 -3.528 0.0009 0.0380 0.0507
H -3.839 1.721 -2.580 0.0061 -0.0013 -0.0213
H -2.431 2.336 -3.442 -0.0058 -0.0002 0.0420
H -3.173 3.297 -2.166 -0.0124 -0.0073 0.0064
H -1.880 4.360 -0.929 -0.0090 -0.0090 -0.0053
H -0.667 5.351 0.987 -0.0022 0.0104 -0.0085
H 0.355 3.851 2.679 0.0031 -0.0096 0.0064
C 1.731 2.363 -2.805 -0.0367 0.0425 -0.0178
C 2.974 2.421 -2.187 0.0859 0.0748 -0.0644
C 3.264 1.496 -1.209 -0.0024 -0.1943 0.0245
C 2.313 0.544 -0.851 -0.1929 -0.0056 -0.0761
N 1.041 0.597 -1.324 0.3566 0.0048 -0.2623
C 0.802 1.469 -2.333 0.1007 -0.1452 0.1338
C 2.609 -0.624 -0.019 0.0618 0.0971 -0.0145
C 3.930 -1.028 0.170 -0.0638 0.1117 0.0511
C 4.217 -2.193 0.856 0.0752 -0.0083 0.0008
C 3.174 -2.960 1.342 -0.0382 -0.0121 0.0180
C 1.859 -2.556 1.143 0.0600 -0.0090 -0.1303
C 1.526 -1.381 0.453 -0.0061 -0.6400 0.0469
H 1.484 3.010 -3.636 -0.0173 -0.0017 -0.0005
H 3.712 3.149 -2.498 0.0054 0.0027 0.0200
H 4.236 1.470 -0.739 0.0025 0.0665 -0.0425
H -0.165 1.429 -2.803 0.0280 0.0072 -0.0310
H 4.737 -0.443 -0.248 0.0409 -0.0591 0.0342
H 5.241 -2.512 0.994 0.0111 0.0202 -0.0104
H 3.377 -3.883 1.868 -0.0087 -0.0075 0.0037
H 1.126 -3.231 1.563 -0.1205 -0.0419 -0.0080
```
Forces are in eV/Å.

---

ORCA calculation (ωB97M-V/def2-TZVPD) on C26H31N3O6PPdS3Te as an isolated structure at a distorted geometry.

The total energy is -3557.0786 a.u. As for the multiplicity: 2. Its HOMO energy (spin up / spin down) is -0.90 / -1.02 eV. The expectation value of S² is 0.755. The charge is -2.

```
72
Properties=species:S:1:pos:R:3:forces:R:3
Pd -0.094 0.957 -1.109 0.4803 0.1752 -0.3369
C 5.013 2.072 2.260 -0.0076 -0.0226 -0.0108
C 4.337 1.227 1.200 0.0029 -0.0405 0.0057
O 3.040 0.877 1.649 0.0463 -0.0161 0.0086
P 1.759 1.026 0.598 0.7707 0.1637 0.7067
S 1.720 2.921 0.028 -0.0598 -0.3125 -0.0051
S 1.994 -0.422 -0.748 -0.1259 -0.0953 0.2046
O 0.663 0.630 1.706 -0.0426 -0.0046 -0.0698
C 0.379 1.528 2.786 -0.0060 -0.1017 0.0270
C -0.787 0.972 3.576 0.0285 -0.0756 -0.0998
H 6.057 2.259 1.989 -0.0394 0.0251 0.0318
H 4.985 1.560 3.225 0.0274 0.0304 -0.0204
H 4.491 3.026 2.354 0.0240 -0.0221 0.0263
H 4.904 0.310 1.008 -0.0240 -0.0162 0.0026
H 4.273 1.787 0.264 -0.0036 0.0081 -0.0433
H 0.149 2.511 2.377 -0.0297 0.0624 -0.0322
H 1.269 1.612 3.417 0.0820 0.0111 -0.0400
H -1.699 1.052 2.987 -0.0204 -0.0419 -0.0130
H -0.902 1.539 4.506 -0.0049 -0.0500 -0.0331
H -0.609 -0.082 3.815 -0.0159 0.0966 0.0490
Te -1.681 2.889 -1.748 -1.0000 0.5525 -0.2521
C -0.816 3.951 -3.385 0.2090 -0.1685 0.1126
C -1.591 4.397 -4.462 0.0483 0.0355 -0.0319
C -1.034 5.146 -5.495 0.0055 0.0202 0.0836
C 0.315 5.481 -5.473 -0.0272 -0.0341 0.0473
C 1.102 5.040 -4.413 -0.0786 -0.0287 0.0192
C 0.547 4.280 -3.389 -0.0181 0.0537 -0.1362
H -2.648 4.151 -4.484 0.0426 -0.0158 -0.0117
H -1.659 5.474 -6.320 -0.0012 -0.0079 0.0326
H 0.744 6.083 -6.267 0.0067 -0.0263 -0.0124
H 2.156 5.301 -4.379 -0.0235 -0.0441 0.0045
H 1.169 3.940 -2.569 -0.0092 -0.0027 -0.0090
N -0.811 -3.786 -7.086 -0.0167 -0.3375 -0.3970
C -0.752 -3.031 -6.227 0.0105 0.4621 0.4653
C -0.681 -2.078 -5.145 -0.0429 -0.0656 -0.0167
C -1.638 -2.062 -4.148 -0.3507 -0.1433 0.1904
C -1.516 -1.144 -3.112 -0.4404 -0.2175 -0.0403
N -0.516 -0.281 -3.029 -0.0313 -0.1390 -0.0749
C 0.392 -0.286 -3.993 0.2100 0.0648 -0.2816
C 0.349 -1.157 -5.071 0.4409 0.1916 -0.1988
H -2.468 -2.756 -4.176 0.0032 0.0177 0.0818
H -2.241 -1.097 -2.311 0.0321 -0.0375 0.0822
H 1.183 0.444 -3.893 0.0964 0.0140 -0.0045
H 1.107 -1.121 -5.842 0.0288 0.0363 0.0667
C 2.520 -1.769 4.609 -0.0671 -0.0033 -0.0515
C 1.341 -2.402 3.917 0.0727 0.0223 -0.0391
C 0.358 -3.079 4.627 -0.0472 -0.0120 0.0620
C -0.726 -3.645 3.970 -0.0476 0.0139 0.0291
C -0.823 -3.526 2.593 0.0363 -0.0100 0.1075
C 0.145 -2.850 1.863 0.0048 0.0321 -0.0721
C 1.223 -2.300 2.532 0.0729 -0.0205 0.0028
S -2.175 -4.302 1.765 -0.4660 -0.2296 -0.2067
O -3.054 -4.816 2.787 -0.0429 0.0059 0.0470
O -1.633 -5.215 0.796 0.1078 0.1099 -0.0650
N -2.993 -3.150 0.949 0.2978 0.2914 0.2753
C -3.688 -2.146 1.795 0.1417 -0.0113 -0.2023
C -3.916 -0.872 0.984 0.1136 -0.3034 -0.1712
C -2.621 -0.166 0.525 0.1352 -0.2269 0.2397
O -2.535 1.038 0.778 0.0707 0.1151 -0.0940
O -1.757 -0.900 -0.061 -0.4125 0.0271 0.0079
H 2.370 -1.721 5.689 -0.0010 0.0024 -0.0191
H 2.678 -0.759 4.226 0.0280 0.0103 0.0081
H 3.433 -2.338 4.416 0.0040 0.0139 0.0063
H 0.434 -3.156 5.706 -0.0110 -0.0017 -0.0070
H -1.502 -4.178 4.505 0.0398 0.0367 0.0097
H 0.051 -2.723 0.790 0.0434 0.0442 0.0480
H 1.977 -1.767 1.970 -0.0110 0.0907 -0.0836
H -2.348 -2.611 0.335 -0.0620 -0.0117 -0.0559
H -3.100 -1.916 2.691 0.0261 0.0378 0.0108
H -4.636 -2.573 2.118 -0.0272 -0.0384 0.0575
H -4.492 -0.161 1.570 -0.0981 -0.0015 0.0172
H -4.480 -1.137 0.081 -0.0781 0.0630 0.0613
```
Forces are in eV/Å.

---

ORCA calculation (ωB97M-V/def2-TZVPD) on C26H31N4PtSeSi as an isolated structure.

The total energy is -4038.5188 a.u. As for the multiplicity: 1. Its HOMO energy is -10.62 eV. The charge is +1.

```
64
Properties=species:S:1:pos:R:3:forces:R:3
Pt -0.754 0.782 0.389 -0.7022 -0.0275 0.0042
C -1.557 1.430 4.565 -0.0050 -0.0122 0.0011
C -0.285 1.685 5.069 0.0024 -0.0069 0.0002
C 0.805 1.610 4.229 0.0083 -0.0795 0.0065
C 0.623 1.282 2.888 0.0185 -0.0580 -0.0029
N -0.619 1.057 2.418 -0.1213 0.2401 -0.1154
C -1.680 1.120 3.233 0.0000 -0.1122 0.0187
C 1.667 1.227 1.872 -0.0162 0.0734 -0.0076
C 3.026 1.339 2.152 -0.0013 0.0552 -0.0165
C 3.936 1.412 1.113 0.0089 -0.0077 0.0240
C 3.480 1.410 -0.197 -0.0005 0.0196 -0.0194
C 2.127 1.271 -0.482 -0.0022 0.0437 0.0044
C 1.220 1.133 0.549 -0.0284 -0.3426 0.0854
H -2.435 1.470 5.191 0.0015 -0.0001 0.0013
H -0.152 1.942 6.111 0.0012 -0.0015 0.0001
H 1.800 1.815 4.595 -0.0006 -0.0067 0.0079
H -2.641 0.891 2.796 0.0087 0.0354 0.0024
H 3.375 1.367 3.176 0.0008 0.0253 0.0005
H 4.994 1.488 1.323 -0.0017 0.0086 0.0012
H 4.184 1.506 -1.014 -0.0047 -0.0112 -0.0052
H 1.806 1.269 -1.509 -0.0019 -0.0403 -0.0492
C -0.594 -0.461 -2.521 0.0145 0.0636 0.0568
N -0.831 0.717 -1.666 0.3393 -0.0435 0.0093
C -0.940 1.897 -2.207 0.1867 0.0950 0.0366
C -1.030 3.029 -1.376 -0.2441 -0.0514 0.0331
C -1.050 4.414 -1.565 0.0409 -0.0307 -0.0483
C -1.052 4.980 -0.294 -0.0210 0.0180 0.0511
C -1.035 3.928 0.630 -0.1656 0.0108 -0.0179
N -1.059 2.761 -0.022 0.5219 0.0156 -0.0879
C 0.871 -0.821 -2.648 -0.0244 0.0135 -0.2022
C 1.646 -0.091 -3.549 -0.0289 -0.0719 -0.0582
C 2.995 -0.359 -3.705 0.0209 0.0264 0.0199
C 3.591 -1.362 -2.950 0.0173 0.0069 0.0045
C 2.825 -2.107 -2.068 -0.0206 0.0060 0.0196
C 1.468 -1.846 -1.927 -0.0638 0.0701 -0.0171
H -0.959 -0.228 -3.525 -0.1522 0.0544 0.0575
H -1.192 -1.276 -2.126 0.2721 0.0973 -0.0002
H -0.914 1.991 -3.289 -0.0722 -0.0121 -0.0042
H -1.053 4.931 -2.511 -0.0114 0.0014 0.0002
H -1.072 6.029 -0.051 0.0090 0.0001 -0.0042
H -1.038 3.975 1.708 0.0485 0.0020 0.0033
H 1.187 0.690 -4.147 -0.0022 -0.0048 -0.0014
H 3.581 0.206 -4.418 0.0015 0.0085 0.0086
H 4.646 -1.570 -3.062 -0.0038 -0.0075 -0.0054
H 3.283 -2.896 -1.486 -0.0082 -0.0166 -0.0089
H 0.869 -2.437 -1.250 0.0637 0.0443 0.1134
N -2.976 0.523 0.278 0.0028 0.1543 -0.0567
H -3.241 0.390 -0.694 0.0041 -0.0759 0.0061
H -3.463 1.356 0.596 -0.0360 -0.0357 0.0343
H -3.285 -0.288 0.807 0.0322 -0.0210 -0.0080
C -1.773 -3.515 -1.721 -0.0144 -0.1629 0.0463
Si -1.502 -3.551 0.132 -0.1554 0.5069 -0.0787
C -0.212 -4.792 0.644 -0.0822 -0.0249 -0.0618
C -3.140 -3.805 0.995 0.0769 -0.2467 -0.1269
Se -0.655 -1.608 1.093 0.4754 -0.0533 0.2655
H -2.277 -4.436 -2.025 -0.0243 -0.0133 0.0487
H -0.845 -3.453 -2.290 -0.0083 0.0031 0.0023
H -2.414 -2.681 -2.010 -0.1226 -0.1539 -0.0133
H -0.422 -5.763 0.189 0.0100 -0.0186 0.0247
H -0.202 -4.917 1.728 0.0122 0.0148 0.0034
H 0.782 -4.468 0.332 -0.0001 -0.0322 -0.0184
H -3.567 -4.773 0.717 -0.0396 0.0150 0.0187
H -3.854 -3.030 0.710 -0.0101 0.0050 0.0138
H -3.017 -3.790 2.078 -0.0027 0.0489 0.0000
```
Forces are in eV/Å.